[1]
59
Properties=species:S:1:pos:R:3 method="wB97M-V/def2-TZVPD" total_charge=+2 s2=6.02 e_homo_ev="-13.757 / -13.755" multiplicity=5 homo_lumo_gap_ev="7.9 / 3.9" fmax_ev_per_a=2.2
H 5.6053 1.1580 0.0635
H -1.3406 -3.1196 0.7708
H -2.0031 4.3627 -1.6304
H -3.7190 0.6999 1.2841
H 1.9989 1.5076 4.0555
C -5.0665 -2.5783 -0.1105
H 1.7665 -1.0008 4.5412
H 3.3561 -1.1756 3.7571
H 4.0880 3.0309 0.7491
H 2.0503 -1.0294 -3.9194
C 0.1157 -0.8168 -4.8310
H 5.0966 -1.5379 1.4652
O 1.9387 -0.0591 2.6964
C 4.9426 -1.3933 0.3941
C -3.3371 1.4962 0.6580
H -4.5535 2.9685 1.5913
Rh 1.8441 -0.3624 0.4013
O 2.3672 1.8565 0.7086
H -6.1088 -2.4235 -0.3575
H 4.4578 -2.2668 -0.0344
H 0.8896 2.2129 2.0161
O -0.1990 -0.5316 0.4877
H 1.1684 -0.8578 -1.6096
H 1.9300 -2.0518 3.1257
C 2.4294 1.2169 3.0937
H 4.9118 0.8880 1.6680
C 0.9895 -0.8880 -3.7544
C -2.7987 -1.7729 -0.0701
C -1.2460 -0.6571 -4.6193
C -1.8844 2.2919 -1.1691
C 1.9793 2.2131 2.0438
C -0.8761 -0.6330 -2.2381
H -4.4911 -0.6553 -0.8369
C -3.3125 -3.9619 0.7857
H -2.9793 -4.8857 1.2403
C 2.2781 -1.1303 3.5868
C -4.1414 -1.5769 -0.3818
C -3.8088 2.7721 0.8313
H 3.6594 2.2338 -0.7835
H -2.8142 -0.4623 -3.1752
C -1.7454 -0.5711 -3.3237
C -4.6490 -3.7648 0.4727
H 0.5004 -0.8931 -5.8392
C -2.3824 -2.9650 0.5163
O 4.0941 -0.2573 0.1503
H -1.9254 -0.6053 -5.4600
H 2.3376 3.2158 2.2827
H -5.3721 -4.5400 0.6895
Si -1.4799 -0.4820 -0.4425
C -2.3409 1.2500 -0.3170
H 5.9066 -1.2469 -0.0930
C 0.4827 -0.7915 -2.4671
C -3.3163 3.8140 0.0141
H -3.6818 4.8234 0.1626
C 3.7167 2.1094 0.2978
C 4.6745 0.9712 0.6048
C -2.3607 3.5657 -0.9920
H -1.1590 2.0979 -1.9491
H 3.5171 1.1888 3.1987

[2]
14
Properties=species:S:1:pos:R:3 method="wB97M-V/def2-TZVPD" total_charge=+1 e_homo_ev=-14.379 homo_lumo_gap_ev=9.7 relative_energy_kcal_mol=42.5 fmax_ev_per_a=6.0
N -1.8858 1.7364 0.1418
S -2.6529 -0.8039 0.3127
O 0.6257 1.3586 -0.4017
H 1.5540 -1.6728 -0.5549
C 0.0341 0.0805 -0.3404
H 1.8250 -0.6654 0.9355
H 0.0186 -0.3837 -1.3721
C -1.5207 0.4917 0.0203
H -1.6974 -1.8994 0.0253
H -1.1767 2.4459 -0.0599
H 1.4084 1.3598 -0.9793
H 0.4462 -1.8733 0.7785
H -2.7680 2.2437 0.0140
C 1.1530 -1.2441 0.2852

[3]
151
Properties=species:S:1:pos:R:3 method="wB97M-V/def2-TZVPD" smiles="C[C@@H](O)C[C@@](COc1ccccc1)(C[C@@H](C)Cl)O[C@@H](CCF)[C@H](Cl)O[C@@H](I)P(=N)(O)O.CCOC(=O)OC.CCOC(=O)OC.CCOC(=O)OC.CCOC(=O)OC.CCOC(=O)OC.CCOC(=O)OC" e_homo_ev=-8.152 homo_lumo_gap_ev=7.5 fmax_ev_per_a=4.8
H 2.7782 -9.1255 8.1037
H -1.4631 -0.0421 -1.9262
H 2.6625 -9.0791 -1.7620
C -4.3096 1.9671 2.5414
C -1.1896 -5.5711 0.6191
H 5.3707 -3.5036 -0.0964
C -2.0802 6.7737 -8.1057
C 2.4194 -8.2173 -1.1307
H 0.6207 7.8465 -12.3328
H 0.9965 1.2217 -1.1951
O -6.6827 4.4727 -1.4586
H -3.6300 3.2395 5.7340
H 1.3851 -0.5757 -0.4736
O -1.8476 -6.7684 1.0246
H 3.9457 10.6733 -9.9134
H 2.6788 0.3680 3.6081
H -4.3562 4.2349 -2.3824
H 0.6807 3.0097 2.2136
C -1.6604 0.9595 0.0940
H 9.9959 -4.7740 1.8703
C -3.9272 6.3109 -5.7239
H -5.0821 -7.4366 3.7762
H -2.7588 0.5295 0.2884
H -2.3849 4.8820 -0.3489
H -0.3458 -0.5310 4.4243
H 4.9551 -5.7877 1.9338
C -0.8295 7.9257 1.6259
H 9.6442 -6.2929 2.7712
H -5.0937 8.2462 -4.2784
P -5.5439 3.3195 -0.8160
C -2.8443 1.2690 2.9564
H 1.8439 -6.3099 8.9467
H -1.2352 7.2439 -7.5922
O 8.6683 -6.0603 0.9376
H -5.1832 7.1812 -2.8611
C -0.1047 4.7450 0.6726
H -3.9313 -6.2718 4.4149
C -4.2192 -7.3273 4.4412
O 1.1833 -5.1680 -2.3924
C 5.0827 -3.8805 0.8904
C 4.1797 10.2700 -8.9233
H 1.9800 5.2491 1.8184
C 0.9257 5.6929 1.5237
H 1.8437 -9.4662 0.5393
C -0.1876 0.0376 2.2143
I -5.3035 5.8393 1.5350
O -4.7813 6.6432 -6.5329
C 1.8961 -6.3307 6.3661
H -6.0695 6.7339 -4.3310
H -1.0213 -0.8179 2.2076
O 2.1781 -5.6235 -0.3738
N -4.1773 3.4638 -1.6707
O 1.8437 -7.2236 -1.9888
H -1.6590 4.7726 -7.4578
O -6.1787 1.6897 -1.0559
H 4.0564 -3.5689 1.1048
C -3.0790 -8.2224 3.9889
C -0.8656 1.3371 1.4977
H -2.9312 0.1651 2.5804
H -0.2461 -5.4318 1.1570
H -6.2923 3.2524 1.5876
H -2.9420 7.4755 0.4407
O -3.9936 6.4951 -4.3813
H 4.5330 8.2290 -9.5955
C 0.1126 8.4373 -11.5635
H 0.4902 -8.9688 -0.5073
C 1.8551 -0.4369 3.8349
O -1.8251 2.0939 2.3153
C -2.6548 2.9092 5.1327
C 5.2082 -5.3929 0.9425
H 5.2267 10.4955 -8.7011
C -2.0343 -6.8640 2.3651
C 9.7955 -5.8463 1.7830
C 0.3909 2.4172 1.2492
Cl -1.3080 -1.9354 -0.3763
H 1.8890 -3.3836 -1.5636
O 2.9293 -6.6330 7.1889
H -4.8505 2.4474 3.4741
C 0.3056 0.1864 3.7473
H -2.1928 -8.1034 4.6238
H 4.5052 -5.8380 0.2298
C 1.4070 -5.7947 4.1509
H -3.3519 5.0199 -7.8838
H 3.5418 10.7985 -8.2074
H -4.5237 -7.5731 5.4626
H -0.9673 -5.6500 -0.4488
O 6.5209 -5.8132 0.5481
H -1.8517 -4.7133 0.7724
H -6.8590 4.1431 -2.4080
O 2.4021 -6.0312 5.1433
H 0.6040 -3.2412 -2.7780
H 1.1229 -8.5446 7.9945
H 1.3129 1.8503 4.4395
C -5.1546 7.2028 -3.9542
H -2.5694 3.6940 4.2437
H 4.2072 8.4007 -7.8712
H 3.3613 -7.8590 -0.6983
O 0.7104 -6.3495 6.6628
C 0.9635 -3.8366 -1.9340
C 1.4346 -8.6457 -0.0572
H -3.9200 1.0207 4.9591
O 2.7343 8.8358 -11.2983
O 0.3671 1.5238 4.3247
H 0.7170 -0.4303 1.5935
H 10.6636 -6.3239 1.3199
C -5.3126 3.6538 1.0812
H 0.8540 -0.3230 -2.2620
O -2.7406 5.7241 -6.0121
H -1.1640 9.0262 1.8948
H 5.7448 -3.4008 1.6178
C 1.7842 -5.9702 -1.4779
C 2.5694 -7.0147 8.5231
O 0.1385 3.3844 0.1805
C 0.6059 7.2383 2.0314
C 2.0542 -8.4426 8.5601
H 0.1940 -3.8340 -1.1559
H -1.8569 1.9147 -0.5961
H -2.8964 7.5028 -8.1046
H 1.1964 -7.8178 0.6178
C -1.8942 7.0089 0.7709
O -4.0748 2.9773 1.4986
H -1.8001 6.5758 -9.1443
C -0.9312 -0.1455 -0.8599
O 2.5338 8.4814 -9.0367
O 7.3441 -5.1988 2.6037
H 0.0851 9.4947 -11.8440
C 7.4924 -5.6542 1.4790
H 1.9065 -5.4331 3.2477
C -2.8285 1.3532 4.6274
H 1.8654 -8.7603 9.5896
H -6.8968 1.5457 -0.3436
H 0.6915 -5.0323 4.4763
C 0.6613 0.0766 -1.1532
O -2.7542 -7.9847 2.6130
Cl -5.4444 0.5694 1.9636
H 0.8922 -6.7301 3.9110
C -2.4854 5.4899 -7.4033
O 0.7430 8.2899 -10.2939
H -2.0895 0.5903 5.1170
C 2.0737 8.5543 -10.3089
O -1.6421 -6.0611 3.1993
H -0.9158 8.0754 -11.4767
C -1.5762 5.4404 0.2864
H 1.9850 -0.8554 4.9319
H 1.3495 7.8934 2.6753
F -1.4896 3.1509 6.0142
H -3.3908 -9.2699 4.0649
C 3.9264 8.7740 -8.8622
H 2.0178 -1.3441 3.1011
H 3.4790 -6.9435 9.1296
H 1.3635 1.8044 0.9285

[4]
9
Properties=species:S:1:pos:R:3 method="wB97M-V/def2-TZVPD" e_homo_ev=-8.604 homo_lumo_gap_ev=8.2 relative_energy_kcal_mol=47.2 fmax_ev_per_a=3.9
H -1.0856 -0.5753 2.5894
H 0.4794 0.1399 -1.9286
O 1.2611 0.6463 -0.1818
O -0.0336 -1.8316 -0.3465
C -1.1094 -0.6992 1.5732
I -1.9843 1.1294 0.9035
C -0.3625 -1.2444 0.5845
H 1.7193 1.6016 -1.8504
C 1.1155 0.8333 -1.3433